1.
The following is a DFT calculation (ωB97M-V/def2-TZVPD) of a 8-piece molecular cluster, C22H35Cl10F9O6 overall.

Structure (XYZ):
```
82
Properties=species:S:1:pos:R:3:forces:R:3
Cl -7.115 1.201 0.459 0.04 0.28 0.13
C -5.590 0.536 -0.148 0.30 -0.68 -1.06
C -5.726 0.053 -1.613 0.26 0.09 0.74
Cl -6.867 -1.292 -1.603 -0.10 -0.82 -0.31
H -5.343 -0.360 0.468 0.02 0.92 -0.41
H -4.798 1.291 -0.125 -0.23 -0.13 0.40
H -4.735 -0.253 -1.959 -0.24 -0.30 0.12
H -6.134 0.726 -2.359 0.03 0.63 0.40
Cl -0.172 -0.059 5.743 -0.18 -0.35 -0.52
C 0.261 -1.474 4.710 -0.92 1.02 -1.50
C 1.622 -1.874 5.074 1.15 0.50 -0.73
Cl 1.836 -3.569 4.547 0.34 0.17 0.26
H 0.231 -1.281 3.603 -0.08 0.60 1.07
H -0.459 -2.237 4.798 -0.96 -0.83 0.88
H 1.819 -1.695 6.128 0.22 -0.56 -0.06
H 2.242 -1.206 4.443 0.37 -0.73 0.74
Cl 3.695 2.602 -2.712 -0.05 0.00 -0.40
C 4.849 1.509 -1.909 -0.15 -0.66 1.24
C 5.474 0.481 -2.863 1.92 1.14 0.51
Cl 6.144 -0.976 -2.041 -0.43 0.39 0.09
H 4.262 0.990 -1.121 0.41 0.23 -0.58
H 5.550 2.182 -1.393 0.05 -0.54 -0.38
H 6.360 0.879 -3.394 -0.63 0.11 0.32
H 4.795 0.186 -3.603 -1.19 -0.67 -0.82
Cl 7.539 2.323 3.418 -0.50 -0.23 0.08
C 6.045 1.351 3.582 -0.46 -0.90 0.29
C 6.402 -0.094 3.873 1.49 -0.98 -0.41
Cl 4.951 -1.228 3.930 0.94 0.99 -0.07
H 5.507 1.295 2.667 -0.29 0.68 -1.02
H 5.367 1.757 4.337 0.43 0.13 0.02
H 6.916 -0.142 4.835 -0.23 -0.33 -0.05
H 7.133 -0.503 3.082 -1.35 0.61 1.14
Cl 0.830 -0.109 -4.759 0.04 0.25 -0.01
C 0.488 1.172 -5.951 -0.53 0.43 -0.90
C 1.702 1.955 -6.419 -1.40 1.13 -0.81
Cl 2.872 0.957 -7.280 0.12 -0.02 -0.09
H -0.249 1.913 -5.516 0.69 -1.08 -0.50
H 0.114 0.668 -6.874 -0.25 0.33 0.97
H 2.176 2.453 -5.606 0.61 0.24 0.63
H 1.290 2.777 -7.110 0.76 -1.29 0.78
C -2.790 -4.871 1.744 2.10 -0.91 -1.08
C -2.954 -3.551 1.100 -1.96 0.43 -1.20
O -2.765 -3.709 -0.291 0.56 0.64 -3.53
C -2.820 -2.599 -1.078 0.59 -2.19 0.59
O -2.969 -1.470 -0.733 -0.45 0.44 0.36
C -2.545 -2.935 -2.585 0.18 -0.58 0.39
F -1.248 -2.820 -2.868 0.79 -0.50 0.48
F -2.958 -4.156 -2.927 0.05 0.09 0.18
F -3.112 -2.057 -3.372 -1.26 0.83 -0.40
H -2.864 -4.795 2.792 -0.15 0.03 1.31
H -1.755 -5.239 1.487 -0.77 0.49 0.50
H -3.403 -5.675 1.372 -0.77 0.12 -0.16
H -2.283 -2.796 1.351 1.36 1.10 1.31
H -3.942 -3.098 1.072 -0.47 -0.13 1.23
C -3.859 4.391 0.408 -0.42 -0.66 0.49
C -2.848 3.332 -0.109 0.47 2.91 0.14
O -2.515 2.418 0.952 -0.28 0.12 -0.16
C -1.501 2.735 1.723 2.57 1.71 -0.39
O -0.698 3.649 1.628 -1.69 -0.73 -0.40
C -1.216 1.719 2.794 -1.58 -2.32 0.09
F -1.106 0.466 2.168 0.00 1.27 0.87
F -0.144 1.937 3.490 0.60 0.26 -0.21
F -2.261 1.665 3.649 0.23 -0.22 -0.31
H -4.728 3.861 0.833 0.32 0.22 0.13
H -4.299 5.105 -0.296 0.50 -0.46 -0.53
H -3.393 5.029 1.169 -0.03 -0.42 0.03
H -1.965 3.904 -0.469 -0.14 -0.66 0.53
H -3.171 2.785 -0.956 -0.65 -0.90 -0.43
C -0.446 1.249 -1.467 -0.86 1.43 -1.27
C -0.267 -0.202 -1.167 0.19 0.54 0.93
O 1.000 -0.375 -0.480 0.55 0.13 -0.58
C 1.192 -1.495 0.184 -1.20 0.18 -0.10
O 0.361 -2.321 0.447 0.25 -0.06 -0.04
C 2.657 -1.614 0.561 0.65 -1.53 -0.31
F 3.331 -2.034 -0.558 -0.38 0.32 0.95
F 3.175 -0.463 0.951 0.25 0.16 0.25
F 2.813 -2.550 1.523 0.09 0.87 -0.66
H 0.286 1.678 -2.162 0.28 -0.38 0.30
H -0.556 1.961 -0.642 0.42 -0.66 0.23
H -1.392 1.399 -2.033 0.27 -0.48 0.27
H -0.311 -0.817 -2.049 0.35 -0.18 -0.39
H -1.015 -0.550 -0.493 -0.59 -0.13 0.42
```
Positions in Å, forces in eV/Å.

Summary:
SMILES = CCOC(=O)C(F)(F)F.CCOC(=O)C(F)(F)F.CCOC(=O)C(F)(F)F.ClCCCl.ClCCCl.ClCCCl.ClCCCl.ClCCCl
net charge = 0
LUMO level = 0.0076 Ha
ΔE to the lowest compared entry with this formula, charge and spin = 0.000 eV

***

2.
The following is a DFT calculation (ωB97M-V/def2-TZVPD) of one molecule with the formula C17H29NO2.

Structure (XYZ):
```
49
Properties=species:S:1:pos:R:3:forces:R:3
C -4.166 0.037 1.384 0.23 -0.02 -0.15
H -4.635 -0.834 1.838 -0.02 -0.08 0.03
H -3.898 0.725 2.183 -0.03 0.11 0.10
H -4.900 0.509 0.734 -0.11 0.09 -0.03
C -2.931 -0.413 0.596 -0.07 -0.18 0.08
C -2.219 0.747 -0.092 0.03 -0.16 0.01
C -2.678 2.050 0.026 0.06 0.00 -0.03
C -2.058 3.119 -0.602 0.04 0.18 -0.05
C -0.949 2.893 -1.388 -0.10 0.08 0.06
C -0.462 1.606 -1.529 0.15 -0.24 -0.11
C -1.071 0.533 -0.885 0.01 0.23 -0.06
O -0.592 -0.739 -0.983 -0.32 0.14 0.18
C 0.601 -0.984 -1.709 0.26 -0.08 -0.23
C 1.041 -2.430 -1.434 0.09 0.20 -0.07
C 2.486 -2.530 -0.939 -0.12 -0.15 0.13
C 2.653 -2.314 0.567 -0.08 0.25 -0.15
C 2.159 -0.963 1.080 0.12 -0.18 0.11
N 2.762 0.138 0.355 0.37 0.02 0.10
H 3.777 0.085 0.412 -0.09 0.02 0.00
C 2.330 1.439 0.822 0.20 0.23 -0.20
C 3.117 2.535 0.105 -0.68 -0.01 0.16
O 4.479 2.541 0.461 0.52 -0.11 0.22
H 4.550 2.699 1.410 -0.01 0.02 -0.09
H 2.656 3.511 0.310 0.01 -0.09 -0.07
H 3.098 2.354 -0.971 -0.10 0.03 0.03
H 2.458 1.558 1.917 -0.06 0.03 -0.11
H 1.264 1.552 0.598 0.03 0.05 0.06
H 2.361 -0.905 2.167 -0.11 0.02 -0.14
H 1.078 -0.886 0.950 -0.07 -0.02 0.05
H 2.113 -3.096 1.105 0.05 -0.06 0.04
H 3.715 -2.418 0.809 0.02 -0.05 0.10
H 2.867 -3.528 -1.171 0.07 0.04 -0.05
H 3.100 -1.808 -1.477 0.09 -0.03 -0.08
H 0.933 -3.021 -2.345 -0.06 -0.03 0.03
H 0.367 -2.856 -0.689 -0.08 -0.05 0.00
H 1.390 -0.298 -1.383 -0.14 -0.04 -0.08
H 0.414 -0.831 -2.781 0.01 0.04 0.11
H 0.402 1.445 -2.153 0.10 -0.07 -0.05
H -0.456 3.708 -1.896 0.04 0.07 -0.05
H -2.451 4.117 -0.477 -0.03 0.08 0.01
H -3.548 2.259 0.626 -0.11 -0.05 0.08
C -1.974 -1.093 1.585 -0.04 0.01 -0.10
H -1.599 -0.368 2.305 0.05 0.05 0.12
H -1.133 -1.535 1.063 0.09 -0.06 0.04
H -2.495 -1.880 2.127 -0.08 -0.09 0.09
C -3.399 -1.421 -0.463 0.07 0.04 0.06
H -3.920 -2.249 0.015 -0.09 -0.10 0.06
H -2.556 -1.818 -1.018 -0.01 -0.07 -0.07
H -4.081 -0.940 -1.161 -0.10 0.02 -0.08
```
Positions in Å, forces in eV/Å.

Summary:
SMILES = CC(C)(C)c1ccccc1OCCCCCNCCO
net charge = 0
LUMO level = 0.0308 Ha
ΔE to the lowest compared entry with this formula, charge and spin = 0.876 eV

***

Number 1: orbital gap 10.9 eV. Number 2: orbital gap 9.1 eV.